A structure of composition C33H41IN2PRhS3SbSi2. Source: the Open Molecules 2025 dataset; level of theory: the ωB97M-V functional and the def2-TZVPD basis.

Each line ends with the Löwdin charge.
CARTESIAN COORDINATES (ANGSTROEM)
1 Rh -0.813 -0.110 -0.208  0.02
2 S -4.859 2.169 -0.112  -0.34
3 Sb -4.267 0.257 -1.199  0.19
4 S -1.993 0.750 -1.971  -0.03
5 S -2.892 -0.902 0.484  0.04
6 I 1.808 0.323 -0.883  1.24
7 C 2.978 -1.357 -0.488  -0.58
8 C 4.290 -1.013 -0.307  -0.18
9 C 5.285 -1.996 -0.155  -0.07
10 C 4.931 -3.304 -0.224  -0.03
11 C 3.580 -3.687 -0.407  -0.15
12 C 3.287 -5.065 -0.503  -0.02
13 C 2.010 -5.491 -0.692  -0.04
14 C 0.977 -4.546 -0.739  -0.08
15 C 1.193 -3.192 -0.632  -0.27
16 P -0.447 -2.306 -0.514  0.90
17 C -1.209 -2.823 -2.078  -0.36
18 C -2.581 -3.018 -2.220  -0.14
19 C -3.122 -3.244 -3.475  -0.07
20 C -2.308 -3.252 -4.598  -0.07
21 C -0.945 -3.034 -4.465  -0.07
22 C -0.397 -2.820 -3.211  -0.09
23 C -1.022 -3.266 0.936  -0.42
24 C -0.376 -2.947 2.129  -0.11
25 C -0.756 -3.553 3.315  -0.07
26 C -1.787 -4.483 3.320  -0.08
27 C -2.418 -4.816 2.130  -0.07
28 C -2.038 -4.212 0.941  -0.11
29 C 2.537 -2.713 -0.507  -0.18
30 H 4.576 0.030 -0.303  0.08
31 H 6.315 -1.698 -0.015  0.11
32 H 5.677 -4.085 -0.153  0.12
33 H 4.105 -5.771 -0.436  0.12
34 H 1.779 -6.544 -0.781  0.11
35 H -0.037 -4.909 -0.850  0.11
36 H -3.228 -2.967 -1.356  0.05
37 H -4.189 -3.394 -3.575  0.11
38 H -2.736 -3.419 -5.578  0.11
39 H -0.306 -3.019 -5.338  0.11
40 H 0.669 -2.647 -3.119  0.11
41 H 0.422 -2.213 2.133  0.09
42 H -0.249 -3.296 4.237  0.10
43 H -2.096 -4.946 4.247  0.10
44 H -3.217 -5.546 2.127  0.11
45 H -2.542 -4.480 0.023  0.10
46 C -1.782 3.756 1.842  -0.17
47 Si -0.445 4.543 0.802  0.41
48 C -0.965 6.278 0.333  -0.19
49 C 1.107 4.686 1.860  -0.18
50 C -0.033 3.479 -0.669  -0.21
51 Si 0.610 3.981 -2.339  0.37
52 C 2.431 4.431 -2.173  -0.19
53 C -0.310 5.490 -2.961  -0.19
54 C 0.488 2.672 -3.680  -0.22
55 H -2.314 4.513 2.422  0.04
56 H -1.352 3.034 2.542  0.00
57 H -2.522 3.234 1.228  -0.03
58 H -1.247 6.823 1.238  0.03
59 H -1.825 6.276 -0.339  0.04
60 H -0.159 6.832 -0.151  0.02
61 H 0.896 5.270 2.760  0.03
62 H 1.918 5.181 1.319  0.02
63 H 1.463 3.700 2.170  0.01
64 H -0.287 2.430 -0.481  -0.11
65 H 2.595 5.201 -1.416  0.02
66 H 2.801 4.812 -3.128  0.03
67 H 3.036 3.561 -1.903  0.01
68 H -0.071 6.387 -2.390  0.01
69 H -1.389 5.332 -2.906  0.04
70 H -0.049 5.677 -4.006  0.03
71 H 0.488 1.650 -3.300  -0.06
72 H 1.331 2.774 -4.370  0.03
73 H -0.438 2.787 -4.246  0.03
74 C -1.605 0.771 5.281  0.00
75 N -0.821 0.639 4.064  -0.11
76 C 0.549 0.687 3.951  -0.05
77 C 0.817 0.554 2.626  -0.17
78 N -0.364 0.429 1.930  -0.06
79 C -1.326 0.478 2.832  -0.22
80 H -0.938 0.712 6.137  0.09
81 H -2.333 -0.036 5.340  0.10
82 H -2.126 1.727 5.298  0.10
83 H 1.190 0.813 4.806  0.12
84 H 1.773 0.565 2.130  0.06
85 H -2.381 0.425 2.618  0.08

Properties
Kohn-Sham gap (alpha / beta): 5.262 / 5.276 eV
LUMO energy (alpha / beta): -1.11 / -1.11 eV
Relative energy (zero: lowest compared OMol25 entry of this formula, charge and spin): 24.5 kcal/mol
HOMO energy (alpha / beta): -0.2343 / -0.2346 Eh
2S+1: 2